1.
{
  "formula": "C45H49ClF3MnN3OS6SbSi2Te2",
  "method": "ωB97M-V/def2-TZVPD",
  "symbols": ["Mn", "O", "C", "S", "C", "C", "S", "S", "S", "Te", "C", "C", "C", "C", "S", "H", "H", "H", "Cl", "C", "C", "C", "C", "N", "C", "H", "H", "H", "H", "F", "C", "C", "C", "C", "C", "C", "Sb", "C", "C", "C", "C", "F", "C", "C", "C", "C", "C", "C", "F", "C", "C", "H", "H", "H", "H", "H", "H", "H", "H", "H", "H", "H", "H", "N", "C", "S", "N", "C", "C", "C", "C", "C", "C", "H", "H", "H", "H", "H", "H", "H", "H", "C", "Si", "C", "C", "C", "Te", "C", "Si", "C", "C", "C", "H", "H", "H", "H", "H", "H", "H", "H", "H", "H", "H", "H", "H", "H", "H", "H", "H", "H", "H", "H", "H", "H"],
  "xyz": [[1.218, 0.553, 0.498], [2.006, 5.007, -1.597], [1.854, 3.844, -1.312], [0.238, 3.165, -1.466], [0.345, 1.411, -1.183], [2.907, 1.462, 0.048], [4.316, 0.618, 0.333], [3.301, 2.937, -0.806], [-1.239, 0.823, -0.536], [2.612, 0.363, 2.971], [1.463, 0.555, 4.758], [1.938, 1.161, 5.893], [1.027, 1.164, 6.975], [-0.155, 0.557, 6.669], [-0.124, -0.023, 5.054], [2.916, 1.606, 5.939], [1.239, 1.603, 7.938], [-1.013, 0.415, 7.299], [2.771, -4.891, 0.283], [2.683, -3.387, -0.568], [3.229, -3.253, -1.839], [3.190, -1.998, -2.407], [2.571, -0.951, -1.731], [1.974, -1.105, -0.529], [2.096, -2.304, 0.049], [3.707, -4.088, -2.327], [3.663, -1.814, -3.359], [2.746, 0.080, -2.037], [1.754, -2.404, 1.073], [-6.760, -0.526, 2.283], [-5.428, -0.745, 2.135], [-4.929, -0.993, 0.876], [-3.568, -1.223, 0.742], [-2.714, -1.194, 1.838], [-3.263, -0.942, 3.090], [-4.620, -0.718, 3.255], [-0.599, -1.497, 1.559], [-0.851, -3.048, 0.058], [-0.750, -4.398, 0.380], [-0.805, -5.384, -0.594], [-0.955, -4.999, -1.911], [-0.997, -5.952, -2.876], [-1.058, -3.673, -2.279], [-1.003, -2.711, -1.285], [-0.372, -2.915, 3.170], [-1.434, -3.664, 3.663], [-1.265, -4.557, 4.707], [0.000, -4.691, 5.251], [0.176, -5.562, 6.277], [1.082, -3.973, 4.790], [0.882, -3.082, 3.747], [-5.593, -1.008, 0.025], [-3.176, -1.420, -0.245], [-2.627, -0.926, 3.964], [-5.053, -0.533, 4.226], [-0.596, -4.710, 1.405], [-0.712, -6.430, -0.346], [-1.163, -3.409, -3.321], [-1.079, -1.660, -1.564], [-2.421, -3.559, 3.229], [-2.085, -5.141, 5.100], [2.051, -4.095, 5.251], [1.722, -2.475, 3.414], [-1.696, 1.923, 2.662], [-0.681, 2.792, 2.876], [0.611, 2.865, 1.852], [-0.755, 3.472, 4.059], [0.010, 4.542, 4.526], [0.033, 4.750, 5.907], [0.738, 5.809, 6.445], [1.439, 6.674, 5.616], [1.414, 6.461, 4.248], [0.706, 5.408, 3.694], [-1.757, 1.529, 1.722], [-2.550, 2.000, 3.190], [-1.373, 3.067, 4.750], [-0.485, 4.058, 6.556], [0.750, 5.949, 7.518], [2.001, 7.498, 6.031], [1.956, 7.123, 3.589], [0.701, 5.257, 2.628], [3.156, 1.666, -6.946], [2.859, 0.640, -5.394], [2.323, -1.091, -5.928], [4.437, 0.652, -4.376], [1.471, 1.508, -4.454], [0.178, 0.426, -3.143], [-1.529, 1.527, -3.784], [-2.630, 0.533, -4.934], [-1.619, -0.220, -6.337], [-3.442, -0.830, -3.920], [-3.929, 1.669, -5.687], [4.005, 1.286, -7.508], [3.363, 2.704, -6.696], [2.287, 1.645, -7.601], [3.172, -1.754, -6.080], [1.786, -1.023, -6.874], [1.664, -1.571, -5.205], [5.255, 0.184, -4.919], [4.363, 0.172, -3.406], [4.713, 1.690, -4.188], [0.795, 1.972, -5.174], [1.861, 2.318, -3.829], [-1.165, 2.469, -4.193], [-2.062, 1.725, -2.848], [-0.787, -0.823, -5.972], [-1.209, 0.553, -6.986], [-2.240, -0.870, -6.951], [-2.857, -1.747, -3.935], [-4.437, -1.071, -4.290], [-3.531, -0.523, -2.877], [-3.463, 2.445, -6.290], [-4.519, 2.159, -4.917], [-4.608, 1.112, -6.325]],
  "atomic_forces_ev_per_a": [[0.3, 1.5, -0.2], [0.0, 0.2, -0.1], [0.0, -0.1, 0.2], [-0.1, 0.0, -0.1], [-0.1, -0.4, 0.3], [0.1, -0.6, 0.0], [0.4, 0.3, -0.1], [0.0, 0.1, 0.0], [-0.5, 0.0, -0.2], [0.1, -0.5, 0.2], [0.1, 0.0, -0.2], [-0.1, 0.0, -0.1], [-0.2, 0.0, 0.1], [0.0, 0.1, 0.0], [0.0, 0.0, 0.0], [0.2, 0.1, 0.0], [0.0, 0.0, 0.1], [-0.2, 0.0, 0.1], [0.0, 0.0, 0.0], [0.3, -0.2, -0.4], [-0.2, -0.1, 0.5], [-0.3, 0.4, 0.0], [0.5, -0.3, 0.6], [0.4, -0.1, -0.2], [-0.2, 0.2, 0.1], [0.0, -0.1, 0.0], [0.0, 0.0, 0.0], [-0.5, -0.2, -0.1], [0.1, 0.0, -0.2], [0.1, 0.0, 0.0], [-0.1, 0.0, 0.1], [-0.1, 0.0, 0.1], [0.0, 0.0, -0.1], [0.1, -0.1, -0.1], [0.1, 0.0, 0.1], [-0.2, 0.0, -0.1], [-0.4, -0.1, 0.2], [0.0, 0.0, 0.1], [0.1, 0.0, 0.1], [0.0, 0.0, -0.3], [0.0, -0.1, 0.1], [0.0, 0.0, 0.1], [0.0, -0.1, 0.0], [0.0, 0.4, 0.0], [-0.1, 0.0, -0.1], [-0.1, 0.0, -0.1], [0.1, -0.1, 0.2], [-0.1, -0.1, 0.0], [0.0, 0.1, -0.1], [0.0, -0.1, 0.1], [0.1, 0.1, -0.1], [-0.1, 0.0, -0.1], [0.0, 0.0, -0.1], [0.1, 0.0, 0.1], [0.0, 0.0, 0.1], [0.0, 0.0, 0.0], [0.0, -0.1, 0.0], [0.0, 0.0, -0.1], [0.0, -0.2, 0.1], [0.0, 0.0, 0.0], [0.0, 0.0, 0.0], [0.0, 0.0, 0.0], [0.0, 0.0, 0.0], [-0.1, 0.0, -0.2], [0.1, -0.4, 0.1], [0.4, -0.1, -0.5], [-0.6, -0.1, 0.0], [0.2, 0.0, 0.2], [0.0, 0.0, -0.1], [0.0, 0.0, 0.0], [0.0, 0.0, 0.1], [0.0, 0.0, 0.0], [0.0, 0.1, 0.0], [0.1, 0.1, 0.2], [0.0, 0.0, 0.0], [0.1, 0.0, -0.1], [0.0, -0.1, 0.0], [0.0, 0.0, 0.0], [0.0, 0.1, 0.0], [0.0, 0.1, 0.0], [0.0, 0.0, 0.0], [0.0, -0.2, 0.2], [0.1, 0.0, 0.0], [0.0, 0.2, 0.1], [-0.3, 0.1, -0.1], [0.1, 0.0, 0.0], [-0.3, 0.3, 0.0], [0.0, -0.2, -0.1], [-0.1, -0.1, -0.1], [-0.1, 0.1, 0.2], [0.2, 0.2, -0.1], [0.2, -0.1, 0.2], [0.1, -0.1, -0.1], [0.0, 0.2, 0.1], [-0.1, 0.0, -0.1], [0.2, 0.0, -0.1], [-0.1, 0.0, -0.1], [0.0, 0.0, 0.1], [0.1, -0.1, -0.1], [0.0, 0.0, 0.1], [0.0, 0.1, 0.0], [0.0, 0.0, 0.0], [0.0, 0.0, 0.0], [0.0, 0.0, 0.0], [0.0, 0.0, 0.0], [0.1, 0.0, 0.1], [0.1, 0.1, -0.1], [-0.1, -0.1, -0.1], [0.1, -0.1, 0.0], [-0.1, 0.0, -0.1], [0.0, 0.1, 0.1], [0.1, 0.1, -0.1], [-0.1, 0.1, 0.1], [-0.1, -0.1, -0.1]],
  "max_force_ev_per_a": 1.526,
  "charge": -1,
  "orbital_gap_ev": [5.300, 5.295],
  "multiplicity": 2
}



2.
{
  "formula": "C45H50N4O6PS",
  "method": "ωB97M-V/def2-TZVPD",
  "symbols": ["N", "C", "N", "P", "O", "O", "S", "N", "C", "C", "C", "C", "C", "C", "C", "C", "C", "C", "C", "C", "N", "C", "C", "C", "C", "H", "H", "H", "H", "H", "H", "H", "H", "H", "H", "H", "H", "H", "H", "H", "H", "H", "H", "H", "H", "H", "H", "H", "H", "H", "H", "H", "H", "H", "H", "H", "H", "H", "H", "C", "C", "C", "C", "C", "C", "C", "O", "C", "C", "C", "C", "C", "C", "C", "O", "H", "H", "H", "H", "H", "H", "H", "H", "C", "C", "C", "C", "C", "C", "C", "O", "C", "C", "C", "C", "C", "C", "C", "O", "H", "H", "H", "H", "H", "H", "H", "H"],
  "xyz": [[3.530, 1.540, -1.572], [2.988, 2.801, -2.229], [1.562, 3.200, -1.919], [0.357, 2.153, -2.717], [-0.792, 1.681, -1.453], [1.015, 0.770, -3.547], [-0.735, 3.130, -4.052], [3.781, 3.581, -3.037], [3.381, 4.873, -3.714], [2.946, 6.077, -2.641], [1.306, 6.347, -2.687], [0.905, 7.799, -3.358], [-0.745, 7.991, -3.548], [-1.449, 6.674, -4.228], [-2.946, 6.934, -4.845], [-3.281, 5.690, -5.858], [-4.647, 4.854, -5.508], [-4.889, 4.560, -3.910], [-5.488, 3.051, -3.592], [-5.004, 2.419, -2.158], [-5.384, 3.227, -0.937], [-5.099, 4.652, -0.518], [-5.701, 5.082, 0.948], [-6.408, 3.682, 1.432], [-6.166, 2.591, 0.192], [2.948, 0.699, -1.794], [3.473, 1.625, -0.514], [1.474, 3.175, -0.872], [-1.070, 2.539, -1.009], [0.959, -0.026, -2.908], [4.774, 3.236, -3.192], [2.575, 4.690, -4.547], [4.350, 5.281, -4.276], [3.582, 7.048, -2.796], [3.214, 5.653, -1.575], [0.925, 6.234, -1.568], [0.855, 5.417, -3.273], [1.276, 8.636, -2.593], [1.436, 7.875, -4.404], [-1.172, 8.078, -2.452], [-0.933, 9.000, -4.114], [-1.571, 5.843, -3.384], [-0.758, 6.280, -5.118], [-3.708, 7.086, -3.971], [-3.009, 7.926, -5.507], [-2.380, 4.913, -5.941], [-3.426, 6.141, -6.954], [-4.527, 3.788, -6.028], [-5.621, 5.325, -5.957], [-5.739, 5.322, -3.562], [-3.956, 4.813, -3.223], [-5.025, 2.346, -4.437], [-6.666, 2.990, -3.770], [-3.851, 2.134, -2.211], [-5.570, 1.373, -2.051], [-4.485, 5.421, -1.187], [-5.595, 6.132, 1.493], [-6.973, 3.529, 2.447], [-6.544, 1.478, 0.225], [4.378, -3.106, 2.113], [4.653, -4.451, 2.359], [4.033, -5.442, 1.597], [3.125, -5.087, 0.592], [2.831, -3.744, 0.362], [3.468, -2.750, 1.116], [1.838, -3.360, -0.662], [1.582, -2.180, -0.868], [1.151, -4.419, -1.429], [0.166, -4.073, -2.362], [-0.479, -5.067, -3.100], [-0.136, -6.406, -2.917], [0.842, -6.755, -1.984], [1.480, -5.760, -1.231], [2.487, -6.141, -0.222], [2.786, -7.318, -0.056], [4.869, -2.333, 2.701], [5.353, -4.729, 3.145], [4.256, -6.489, 1.792], [3.254, -1.698, 0.933], [-0.106, -3.029, -2.514], [-1.248, -4.796, -3.821], [-0.633, -7.181, -3.497], [1.101, -7.803, -1.842], [0.666, -5.023, 3.947], [1.340, -6.192, 3.595], [1.821, -7.047, 4.588], [1.639, -6.725, 5.939], [0.986, -5.544, 6.291], [0.489, -4.696, 5.292], [0.832, -5.171, 7.711], [0.256, -4.135, 8.021], [1.388, -6.058, 8.752], [1.300, -5.687, 10.100], [1.812, -6.527, 11.091], [2.404, -7.740, 10.741], [2.498, -8.109, 9.399], [1.998, -7.261, 8.401], [2.135, -7.644, 6.982], [2.659, -8.708, 6.673], [0.283, -4.361, 3.173], [1.490, -6.440, 2.547], [2.342, -7.960, 4.306], [-0.034, -3.780, 5.560], [0.836, -4.743, 10.382], [1.746, -6.235, 12.137], [2.796, -8.398, 11.514], [2.966, -9.056, 9.132]],
  "atomic_forces_ev_per_a": [[-0.8, 2.1, -0.2], [0.7, 0.3, -0.2], [2.5, -1.9, -0.3], [-4.1, 0.0, -1.9], [3.1, 1.4, -1.2], [-0.9, 1.0, 4.4], [1.7, -0.7, 1.3], [-1.9, -2.6, 2.2], [0.6, 2.4, -1.1], [-0.6, -0.9, 0.6], [0.2, -0.6, 0.1], [-0.5, -0.4, 0.6], [0.6, -0.6, 0.9], [-0.1, 0.5, -0.1], [0.6, 0.3, -0.6], [-0.8, 0.0, -0.7], [0.3, -1.3, 0.0], [-1.3, 0.8, 0.6], [0.7, -0.3, -1.0], [-0.5, -1.1, -1.0], [-1.6, 1.6, 4.7], [-1.1, 0.3, 2.6], [0.1, -5.6, -3.5], [2.5, 0.5, -4.8], [0.3, 4.0, 2.4], [0.4, 1.1, -0.1], [0.1, 0.2, -1.7], [0.0, -0.2, -1.2], [0.2, -1.3, -0.8], [0.2, 1.2, -1.3], [-1.7, 0.3, 0.4], [1.4, 0.1, 1.9], [-2.0, -1.3, 1.2], [-1.2, -2.0, 0.0], [-0.4, 0.9, -2.0], [0.6, 0.5, -2.4], [0.7, 2.2, 1.1], [-0.6, -1.7, -2.0], [-0.9, 0.0, 2.1], [0.7, 0.1, -2.2], [0.3, -2.1, 1.0], [0.5, 1.6, -2.0], [-1.4, 0.7, 2.0], [1.3, -0.5, -1.7], [0.4, -2.0, 1.6], [-1.9, 1.8, 0.4], [0.4, -1.1, 2.4], [-0.3, 2.3, 1.0], [2.0, -0.7, 0.9], [2.0, -1.5, -0.6], [-1.7, -0.8, -1.7], [-0.9, 1.3, 1.9], [2.6, 0.3, 0.7], [-2.3, 1.0, 0.3], [1.2, 2.4, -0.1], [-1.6, -2.3, 1.4], [-0.3, -2.7, -1.5], [1.2, 0.1, -2.4], [1.0, 2.6, -0.5], [-0.2, 0.0, -0.3], [-0.2, -0.2, -0.3], [0.2, 0.2, 0.1], [0.4, 0.2, 0.5], [0.3, 0.3, 0.4], [0.2, -0.2, 0.2], [-0.2, 0.7, -0.2], [0.1, 0.1, -0.1], [-0.4, 0.0, -0.4], [-0.1, -0.3, -0.2], [0.2, 0.2, 0.2], [0.2, 0.0, 0.3], [-0.2, 0.1, -0.2], [-0.4, -0.2, -0.5], [0.4, -1.6, 0.2], [-0.2, 0.9, -0.1], [-0.1, -0.1, -0.1], [-0.1, 0.0, -0.2], [-0.2, 0.2, -0.2], [-0.1, -0.3, 0.0], [0.2, -0.2, 0.1], [0.2, 0.0, 0.1], [0.1, 0.1, 0.1], [0.0, 0.3, 0.1], [0.0, 0.0, 0.4], [0.1, -0.2, 0.3], [-0.1, 0.2, -0.3], [-0.1, 0.2, -0.6], [-0.1, 0.1, -0.6], [0.1, -0.1, -0.3], [-0.7, 1.2, 0.5], [0.3, -0.6, -0.2], [0.1, -0.1, 0.6], [0.1, -0.2, 0.3], [-0.1, 0.2, -0.4], [0.0, 0.0, -0.4], [0.0, 0.1, 0.3], [0.1, -0.2, 0.6], [0.7, -1.4, -0.3], [-0.3, 0.7, 0.2], [0.0, -0.1, 0.1], [-0.1, 0.0, 0.2], [-0.1, 0.2, 0.2], [0.2, -0.3, 0.1], [0.1, -0.2, -0.2], [0.0, 0.0, -0.2], [-0.1, 0.1, -0.2], [-0.1, 0.3, -0.1]],
  "max_force_ev_per_a": 6.587,
  "charge": 1,
  "orbital_gap_ev": 4.052
}